No. 1
58
Properties=species:S:1:pos:R:3 method="wB97M-V/def2-TZVPD" charge=+2 largest_force_ev_per_a=3.44 orbital_gap_ev="6.912 / 7.228" multiplicity=2
W 0.045 0.059 -0.039
Ge -2.055 -1.173 -0.942
S 1.877 1.432 0.584
O 2.997 2.190 0.920
O 1.992 0.343 -0.475
O -0.582 -1.216 1.071
O -1.591 0.942 -0.345
O 0.112 -1.014 -1.559
O 1.178 0.586 1.627
O 0.634 2.079 0.015
N -6.418 -2.127 0.880
N -3.279 -0.751 0.725
N -4.192 -1.660 0.895
N -5.428 -1.197 0.776
N -5.579 -0.239 -0.206
C 0.195 -2.510 2.940
C -2.398 1.503 0.747
C 0.334 -0.486 -2.933
C 1.625 -2.265 0.875
C -3.672 0.645 0.894
C 1.775 -0.791 -3.331
C 0.189 -2.416 1.420
C -1.594 1.431 2.059
C -0.646 -1.163 -3.884
C 0.073 1.030 -2.877
C -2.703 2.957 0.412
C -0.484 -3.622 0.776
C -4.776 0.961 -0.110
H 2.182 -3.173 1.102
H -3.372 3.391 1.153
H -4.369 1.174 -1.101
H -1.542 -3.648 1.054
H -0.822 -2.668 3.300
H -0.406 -3.562 -0.316
H -0.655 -2.240 -3.708
H -3.158 3.039 -0.575
H -0.348 -0.984 -4.915
H -1.773 3.524 0.403
H -1.397 0.402 2.344
H -6.458 -0.214 -0.696
H -0.958 1.227 -2.579
H 1.920 -1.867 -3.433
H -4.077 0.767 1.904
H 2.140 -1.443 1.357
H -0.007 -4.539 1.113
H 2.471 -0.409 -2.591
H -0.673 1.990 1.960
H -2.162 1.894 2.865
H -1.662 -0.783 -3.741
H 0.778 1.527 -2.217
H 0.204 1.461 -3.869
H 0.819 -3.337 3.271
H -5.361 1.820 0.237
H 0.581 -1.585 3.368
H 1.997 -0.329 -4.291
H 1.631 -2.155 -0.209
H -6.817 -2.448 0.004
H -6.144 -2.889 1.485

No. 2
49
Properties=species:S:1:pos:R:3 method="wB97M-V/def2-TZVPD" charge=+2 largest_force_ev_per_a=3.59 orbital_gap_ev="4.442 / 4.266"
I 2.954 0.238 -3.272
In 0.633 0.355 -1.815
P 0.754 2.660 -0.519
P -1.022 -1.749 -2.126
Si -0.153 -0.999 3.243
O 4.023 -1.619 -0.833
C -0.822 -2.730 3.523
C -1.184 0.307 4.086
C -1.910 -2.167 -0.594
C 1.510 -0.918 4.076
C 0.137 -0.495 1.497
C 2.952 -1.364 -0.521
C 0.068 2.848 1.153
C -2.325 -1.547 -3.399
C 0.364 -0.194 0.306
C -0.088 -3.269 -2.579
C -0.359 1.155 -3.625
C 0.099 4.010 -1.558
C 2.535 3.024 -0.298
H 0.420 -3.098 -3.541
H -1.366 -1.694 0.231
H 1.876 0.115 4.078
H 1.413 -1.261 5.111
H -0.132 -3.488 3.116
H -0.771 -4.133 -2.658
H -2.920 -1.738 -0.597
H 2.984 2.241 0.324
H -1.820 -2.889 3.086
H 3.038 2.999 -1.271
H 0.618 4.960 -1.370
H -2.187 0.415 3.657
H 0.679 -3.454 -1.808
H 0.313 1.964 -3.942
H -0.973 4.135 -1.362
H 0.225 3.741 -2.615
H -1.934 -0.942 -4.227
H -0.251 0.391 -4.401
H -1.405 1.477 -3.448
H -0.693 1.286 4.029
H -1.924 -3.247 -0.392
H -0.900 -2.896 4.612
H 2.688 4.002 0.182
H 0.721 3.441 1.812
H 2.226 -1.562 3.556
H -0.044 1.833 1.575
H -0.917 3.347 1.111
H -2.664 -2.519 -3.783
H -1.284 0.048 5.150
H -3.183 -1.021 -2.961

No. 3
48
Properties=species:S:1:pos:R:3 method="wB97M-V/def2-TZVPD" charge=-1 largest_force_ev_per_a=3.10 orbital_gap_ev=5.840
I 26.626 -7.598 -11.249
O 32.899 -4.083 -8.438
O 26.940 -9.742 -5.542
N 25.833 -9.818 -4.757
N 31.469 -4.536 -11.718
C 31.884 -4.441 -9.294
C 26.048 -12.223 -3.998
C 25.208 -11.171 -4.754
C 26.948 -9.273 -2.611
C 25.874 -8.881 -3.593
C 25.025 -11.721 -6.143
C 23.804 -11.002 -4.108
C 32.564 -4.420 -7.056
C 24.463 -8.889 -2.873
C 32.110 -2.434 -10.755
C 32.273 -3.928 -10.671
C 26.175 -7.477 -4.048
C 23.804 -10.295 -2.796
H 32.208 -5.412 -6.776
H 23.813 -8.105 -3.261
H 31.514 -3.819 -12.427
H 27.042 -8.494 -1.855
H 23.420 -11.989 -3.852
H 33.309 -4.101 -10.963
H 32.272 -2.011 -11.747
H 25.988 -11.903 -6.620
H 25.456 -6.953 -4.678
H 26.288 -6.820 -3.186
H 24.341 -10.962 -2.121
H 24.644 -8.539 -1.857
H 25.596 -13.190 -4.220
H 26.689 -9.397 -6.402
H 24.363 -11.085 -6.730
H 23.140 -10.552 -4.846
H 32.910 -1.971 -10.177
H 31.715 -5.517 -9.277
H 31.115 -2.131 -10.430
H 27.859 -9.374 -3.200
H 27.094 -12.181 -4.303
H 24.608 -12.715 -6.302
H 33.386 -4.227 -6.368
H 31.813 -3.702 -6.727
H 27.083 -7.618 -4.634
H 26.124 -12.020 -2.930
H 30.930 -3.954 -9.091
H 30.521 -4.421 -11.390
H 26.864 -10.229 -2.095
H 22.783 -10.131 -2.451

No. 4
63
Properties=species:S:1:pos:R:3 method="wB97M-V/def2-TZVPD" largest_force_ev_per_a=0.99 orbital_gap_ev=8.747
I 0.327 4.403 -4.314
P 0.788 -0.538 -0.959
O -0.812 -0.555 -0.759
O 0.030 -0.418 -3.908
O -0.349 0.444 3.146
O 2.657 3.994 -2.566
O 0.189 1.876 -1.842
O 3.161 -0.278 -6.552
O 1.683 -1.876 -5.779
O -2.413 0.683 -2.785
O 0.049 -2.708 6.450
O -2.927 1.769 -4.784
O -0.397 0.660 -5.965
O 1.052 -1.909 -1.725
N 1.653 -0.371 0.303
N -2.115 -1.348 4.991
C -1.720 -2.737 4.812
C 2.435 -0.044 -4.081
C -1.191 -3.314 6.105
C 0.674 4.148 -1.217
C -2.475 -0.653 3.763
C 0.504 2.704 -0.728
C 0.020 -1.959 7.646
C -0.966 0.071 -4.818
C 1.082 0.504 -3.605
C -1.377 -0.436 2.730
C 0.732 -0.159 3.839
C 1.492 4.140 -2.488
C 1.120 0.832 -2.122
B 2.425 -0.767 -5.505
B -2.123 0.915 -4.092
H -0.313 2.678 -0.003
H 3.102 0.824 -4.142
H -1.920 -3.174 6.909
H 1.136 -0.341 1.174
H -0.195 1.588 -5.800
H 0.572 -0.178 4.920
H -0.301 -2.572 8.495
H -2.494 2.324 -5.438
H 1.035 -1.611 7.831
H -2.069 -0.161 -2.468
H -3.294 -1.197 3.283
H 3.900 0.269 -6.275
H -1.356 -0.852 5.442
H 2.863 -0.695 -3.310
H -1.447 -0.841 -5.189
H -0.646 -1.092 7.575
H 2.138 1.165 -1.891
H -2.593 -3.316 4.495
H -0.292 4.609 -1.402
H 1.303 -2.261 -4.987
H 1.623 0.434 3.633
H 0.906 -1.183 3.494
H 1.405 2.350 -0.226
H 0.360 -2.095 -2.378
H -2.866 0.329 4.043
H -1.840 0.040 1.860
H 0.912 1.461 -4.104
H 1.230 4.715 -0.467
H -1.165 0.343 -0.666
H -1.022 -4.386 5.978
H -0.942 -1.380 2.377
H -0.940 -2.867 4.047

No. 5
53
Properties=species:S:1:pos:R:3 method="wB97M-V/def2-TZVPD" largest_force_ev_per_a=0.86 orbital_gap_ev=9.706
Cl 3.711 -2.368 -0.963
P 1.752 -1.047 -0.824
O 0.353 -0.071 -0.568
O -0.384 -1.035 4.562
O 4.108 0.666 -0.947
O 0.348 -2.099 -2.754
N 2.720 0.939 1.037
C -0.498 -0.716 3.190
C -0.770 0.033 5.395
C 1.467 -1.250 -2.636
C 0.298 1.258 -1.042
C -2.282 2.659 0.133
C -0.326 -1.986 2.359
C -0.332 -1.944 -3.984
C -2.264 1.532 -0.907
C -0.999 1.546 -1.789
C -2.523 0.177 -0.245
C -0.846 2.879 -2.542
C 0.971 -2.364 0.153
C 1.049 -2.149 1.680
B 3.025 0.325 -0.179
H 1.677 -1.290 1.921
H -1.300 2.816 0.586
H -2.972 2.415 0.943
H 0.415 1.955 -0.203
H 1.405 -3.314 -0.142
H 2.349 -1.673 -3.117
H -0.215 0.951 5.162
H -1.963 0.073 0.688
H -1.116 0.734 -2.515
H 1.577 -3.000 2.111
H 0.277 0.024 2.931
H -1.471 -0.243 2.997
H -2.221 -0.654 -0.885
H -0.498 -2.819 3.043
H -0.551 -0.262 6.420
H -0.689 -0.915 -4.106
H -3.584 0.068 -0.008
H 0.318 -2.198 -4.829
H 1.261 -0.260 -3.061
H 1.142 1.468 -1.720
H -0.041 3.490 -2.124
H -1.181 -2.624 -3.964
H -3.095 1.720 -1.598
H -2.607 3.614 -0.285
H 1.810 0.830 1.456
H 4.927 0.223 -0.730
H -0.064 -2.344 -0.190
H -1.116 -2.024 1.607
H -1.843 0.242 5.300
H -1.755 3.479 -2.494
H 3.161 1.817 1.272
H -0.614 2.719 -3.596

No. 6
56
Properties=species:S:1:pos:R:3 method="wB97M-V/def2-TZVPD" largest_force_ev_per_a=2.39 orbital_gap_ev=9.281
I 3.775 0.639 -3.748
Si 0.735 -1.541 -2.448
O 2.390 0.631 3.522
O -5.521 1.774 -1.267
O -2.503 -1.125 -3.623
O 3.354 -2.801 -2.933
O 2.914 -2.430 -0.622
O 1.179 1.974 -3.827
N 0.053 -0.769 -1.017
N -3.163 -1.178 -1.412
C -4.527 1.987 0.927
C 0.772 -0.369 -3.946
C 2.961 1.940 5.475
C -5.955 3.816 -0.045
C 3.959 -1.591 -0.140
C -5.717 2.316 0.038
C -1.754 -2.954 -2.305
C 3.279 0.711 4.637
C 1.618 0.853 -3.846
C -0.396 -2.983 -2.987
C -2.484 -1.671 -2.539
C 3.505 -0.202 0.233
C 3.203 -0.563 5.463
B 2.535 -2.295 -1.937
H -6.609 1.827 0.431
H 3.850 -2.110 -3.380
H -4.739 2.189 -1.644
H 2.193 -0.700 5.860
H 1.495 0.543 3.864
H -6.811 4.032 -0.685
H -2.370 -3.781 -2.631
H 4.385 0.422 0.302
H 4.279 0.810 4.212
H -4.373 0.908 0.976
H 3.433 -1.433 4.848
H 4.334 -2.058 0.759
H 1.083 -0.966 -4.795
H -3.859 -0.498 -1.693
H 0.032 0.240 -1.045
H -1.626 -3.066 -1.238
H -3.614 2.433 0.522
H -2.493 -0.724 -0.802
H 0.110 -3.904 -2.734
H -0.238 -0.033 -4.130
H 3.652 2.037 6.313
H -0.506 -2.914 -4.059
H 2.861 0.257 -0.504
H 4.800 -1.556 -0.822
H -5.086 4.317 -0.479
H 2.988 -0.164 1.179
H -4.672 2.363 1.941
H 3.900 -0.535 6.301
H 3.020 2.843 4.868
H 0.565 -1.068 -0.201
H -6.141 4.243 0.941
H 1.944 1.877 5.872

No. 7
52
Properties=species:S:1:pos:R:3 method="wB97M-V/def2-TZVPD" charge=-1 largest_force_ev_per_a=2.22 orbital_gap_ev=5.752
In 0.314 -3.048 -1.793
O -1.794 3.612 -1.085
O 3.469 -3.923 -2.222
O 2.295 3.815 2.039
O -0.325 -2.775 2.430
N 2.015 -4.205 -4.336
C -1.418 -0.377 -2.394
C -0.491 -1.385 -3.148
C -2.009 0.652 -3.446
C -0.745 3.087 -0.276
C -0.582 -5.119 2.261
C -0.802 -3.775 2.903
C 2.144 3.746 3.238
C -2.510 2.563 -1.737
C 2.776 4.750 4.166
C 0.513 3.998 -0.369
C -1.737 2.135 -3.017
C -1.641 -3.732 4.158
C 1.317 2.651 3.859
B 2.197 -3.832 -2.897
H -3.092 0.480 -3.623
H -1.176 -4.337 4.939
H -1.715 -2.703 4.508
H -3.481 2.999 -2.049
H -0.070 -5.787 2.958
H 3.457 4.245 4.852
H 1.935 2.054 4.532
H 0.672 -2.458 -0.141
H -0.857 -4.407 -1.620
H -0.803 0.179 -1.666
H -0.446 2.074 -0.607
H -0.642 2.282 -2.931
H 0.956 4.020 -1.375
H 3.339 5.477 3.583
H 0.199 5.001 -0.018
H 3.700 -3.010 -2.056
H 2.352 -3.459 -4.938
H -2.646 -4.104 3.947
H 2.440 -5.102 -4.572
H 0.034 -4.996 1.371
H 0.926 2.004 3.075
H 0.480 3.084 4.408
H 1.222 3.611 0.397
H 2.002 5.275 4.729
H -2.235 -0.967 -1.946
H -1.121 3.001 0.766
H -1.022 -1.891 -3.981
H -1.540 -5.553 1.966
H -1.486 0.510 -4.413
H 0.423 -0.871 -3.523
H -2.060 2.786 -3.858
H -2.731 1.726 -1.047

No. 8
81
Properties=species:S:1:pos:R:3 method="wB97M-V/def2-TZVPD" largest_force_ev_per_a=8.48 orbital_gap_ev="8.066 / 8.389" multiplicity=8
Fe 1.743 -1.398 1.882
Cr -1.566 0.776 1.024
S -1.115 3.947 0.573
S -3.558 3.366 0.317
S -3.336 0.301 3.895
S -2.228 -1.709 2.939
S 1.521 -0.716 5.050
S 0.955 1.253 3.446
F 0.217 3.115 0.778
F -3.103 1.874 3.770
F 2.139 1.772 2.574
F -2.480 -2.252 1.443
F 1.696 -2.302 4.796
F -4.464 2.164 0.874
O 2.701 -0.392 5.738
O -1.010 4.466 -0.732
O -3.759 3.347 -1.085
O -1.138 4.772 1.711
O -4.737 0.145 3.840
O -3.243 -2.427 3.613
O -0.156 -0.751 0.887
O -0.876 -1.997 3.222
O 0.256 -0.626 5.657
O -0.117 0.724 -0.437
O 0.462 0.746 -3.338
O -0.206 1.373 2.620
O 1.086 2.004 4.619
O -3.995 4.436 1.127
O 1.738 -0.653 -0.054
O -2.938 -0.024 -0.225
O 1.434 -3.461 1.874
O 4.370 -0.956 -0.710
O -2.589 0.018 5.063
N -2.542 -0.084 2.524
N -2.165 2.638 0.750
N 1.457 -0.335 3.501
C 0.365 2.177 -5.247
C 0.509 -0.403 -0.187
C 1.330 2.950 -3.041
C -0.388 -5.028 1.392
C 4.895 -0.074 -1.721
C 1.596 -4.707 -0.133
C -2.443 -0.957 -2.343
C -4.723 -0.040 -1.825
C 0.278 2.097 -3.744
C 0.595 -4.041 0.811
C -3.224 0.164 -1.690
C 6.095 0.623 -1.109
C 3.852 0.961 -2.155
H 3.452 1.520 -1.305
H 1.299 -3.958 2.690
H 2.990 0.467 -2.607
H 6.452 1.444 -1.735
H -1.060 -5.405 0.627
H 2.356 2.878 -3.406
H 0.075 -5.879 1.898
H -5.007 -1.091 -1.832
H -0.608 2.034 -5.720
H -5.229 0.459 -0.995
H 2.550 -4.180 -0.186
H 0.101 -3.203 0.324
H -3.481 -0.789 -0.001
H 1.215 -4.918 -1.129
H -5.071 0.497 -2.707
H 3.444 -0.721 -0.593
H -2.899 1.139 -2.037
H 5.168 -0.673 -2.594
H 5.736 1.185 -0.240
H 1.390 2.740 -1.967
H 0.667 3.170 -5.596
H -0.677 2.549 -3.444
H -1.372 -0.787 -2.451
H 1.104 4.022 -3.043
H 1.890 -5.653 0.335
H -0.910 -4.490 2.190
H -2.848 -1.087 -3.354
H 4.332 1.641 -2.856
H 1.115 1.512 -5.676
H 6.858 -0.090 -0.811
H 0.321 0.756 -2.384
H -2.542 -1.964 -1.927